No. 1
19
Properties=species:S:1:pos:R:3 method="wB97M-V/def2-TZVPD" gap_ev="9.78 / 9.78" relative_energy_ev=4.710 e_tot_ev=-21755.9707 mol_weight_g_mol=148.207 charge=+1
O 0.8856 -1.5848 -1.1041
C -0.2287 -2.1736 1.7600
S -0.2587 -0.8855 -0.5179
N 0.2095 1.3260 -1.2178
H -1.0695 2.0930 0.1306
H 1.1975 2.5732 -2.5842
C 0.8860 -1.1641 1.8520
H 1.8051 -1.2894 1.2515
C -0.8799 2.0702 -0.9459
H -0.9394 3.0342 -1.4303
C 1.1823 1.6812 -1.9170
O -1.5633 -0.8188 -1.1751
H 1.0400 -0.8627 2.7803
H -1.1644 -0.0086 1.4726
H 1.8594 0.8391 -2.0946
C -0.4521 -0.7707 1.2807
H 0.0200 -2.8707 0.9835
H -0.8261 -2.6538 2.5769
H -1.7033 1.4657 -1.1011

---

No. 2
7
Properties=species:S:1:pos:R:3 method="wB97M-V/def2-TZVPD" s2=8.757 gap_ev="6.45 / 9.80" e_tot_ev=-35290.0947 spin_multiplicity=6 mol_weight_g_mol=113.031 charge=0
O -1.1221 -0.1822 0.7374
H 1.2241 1.5771 -0.6248
F 0.9290 -1.8579 0.9436
H -0.1415 1.1108 -1.8625
C 0.2722 1.0989 -0.8542
C -0.3289 0.3958 0.0701
Cr -0.8329 -2.1426 1.5904